# 1
6
Properties=species:S:1:pos:R:3:lowdin_charge:R:1 method="wB97M-V/def2-TZVPD" smiles="C=C(F)Cl" de_lowest_kj_mol=53.6 fmax_ev_per_a=5.02 orbital_gap_ha=0.3949 homo_ev=-9.8 lumo_energy_ev=0.921 energy_ev=-17344.954
C 0.575 -0.098 0.386 -0.06
C -0.487 -0.092 -0.325 -0.95
F -1.662 -0.533 0.055 0.05
Cl -0.387 0.724 -1.748 0.78
H 0.432 -0.529 1.386 0.08
H 1.530 0.526 0.246 0.10


# 2
64
Properties=species:S:1:pos:R:3:lowdin_charge:R:1 method="wB97M-V/def2-TZVPD" de_lowest_kj_mol=11.7 fmax_ev_per_a=0.34 orbital_gap_ha="0.2416 / 0.2540" homo_ev="-4.0 / -4.6" lumo_energy_ev="2.566 / 2.361" spin_multiplicity=2 energy_ev=-67640.328 s2=0.758 charge=-1
Ru -0.186 0.027 -0.658 1.12
O 4.427 3.428 -2.925 0.12
C 3.536 2.762 -2.465 -0.25
C 2.215 3.289 -1.897 -0.29
O 1.892 4.454 -1.815 0.10
C 1.480 2.094 -1.465 -0.33
C 2.228 0.943 -1.724 -0.32
O 1.782 -0.233 -1.401 -0.17
C 3.515 1.246 -2.317 -0.30
O 4.400 0.466 -2.629 0.07
O 0.322 2.033 -0.900 -0.15
C -1.983 0.656 -3.227 -0.18
Si -2.944 1.048 -1.660 0.38
C -4.746 0.591 -1.952 -0.19
C -2.888 2.888 -1.340 -0.17
N -2.154 0.184 -0.389 -0.22
C -2.561 -0.353 0.806 -0.33
C -3.871 -0.675 1.179 -0.04
C -4.142 -1.196 2.435 -0.13
C -3.110 -1.411 3.342 -0.12
C -1.805 -1.099 2.990 -0.07
C -1.512 -0.565 1.734 -0.34
N -0.245 -0.168 1.310 -0.21
Si 0.837 0.604 2.437 0.41
C 1.544 -0.609 3.714 -0.18
C 2.287 1.359 1.544 -0.15
C -0.052 1.954 3.384 -0.16
H -2.402 1.185 -4.088 0.03
H -2.001 -0.416 -3.437 0.02
H -0.936 0.967 -3.153 0.01
H -5.092 1.107 -2.852 0.02
H -5.381 0.916 -1.125 0.02
H -4.891 -0.481 -2.099 0.03
H -3.309 3.455 -2.174 0.03
H -1.857 3.212 -1.177 0.02
H -3.467 3.128 -0.443 0.03
H -4.676 -0.527 0.474 0.08
H -5.161 -1.447 2.702 0.09
H -3.319 -1.830 4.319 0.09
H -1.003 -1.285 3.695 0.08
H 1.666 -1.628 3.341 0.01
H 0.904 -0.668 4.597 0.02
H 2.526 -0.263 4.047 0.03
H 2.787 0.660 0.868 0.02
H 3.018 1.703 2.281 0.04
H 1.966 2.221 0.959 0.03
H -0.938 1.570 3.891 0.02
H -0.370 2.738 2.694 0.04
H 0.605 2.403 4.134 0.03
C 1.961 -2.876 -2.882 -0.05
N 2.013 -3.016 -1.445 -0.15
C 3.305 -2.902 -0.760 -0.10
C 2.913 -2.556 0.685 -0.12
N 1.455 -2.655 0.645 0.04
C 1.015 -2.714 -0.619 -0.76
S -0.599 -2.338 -1.042 0.70
H 2.512 -3.691 -3.353 0.09
H 2.407 -1.919 -3.167 0.09
H 0.924 -2.902 -3.202 0.06
H 3.884 -2.100 -1.221 0.12
H 3.856 -3.842 -0.833 0.12
H 3.222 -1.541 0.939 0.10
H 3.334 -3.253 1.409 0.11
H 0.863 -2.134 1.282 0.08


# 3
12
Properties=species:S:1:pos:R:3:lowdin_charge:R:1 method="wB97M-V/def2-TZVPD" smiles="O=C(CO)C(=S)C=S" de_lowest_kj_mol=336.2 fmax_ev_per_a=4.65 orbital_gap_ha=0.2314 homo_ev=-9.5 lumo_energy_ev=-3.204 energy_ev=-29974.244
O -0.992 -1.758 0.205 0.09
C -0.198 -0.873 0.127 -0.56
C 0.742 -0.794 -1.047 -0.30
O 1.521 0.323 -1.038 -0.15
C -0.267 0.132 1.307 -0.70
S 0.548 -0.454 2.703 0.79
C -1.005 1.295 1.013 -0.49
S -1.258 1.730 -0.636 0.79
H 1.469 -1.852 -1.245 0.21
H 0.033 -0.895 -2.110 0.18
H 0.909 1.205 -1.003 0.08
H -1.502 1.941 1.724 0.06


# 4
11
Properties=species:S:1:pos:R:3:lowdin_charge:R:1 method="wB97M-V/def2-TZVPD" smiles="Nc1nnn[nH]c1=S" de_lowest_kj_mol=51.6 fmax_ev_per_a=2.94 orbital_gap_ha=0.3053 homo_ev=-9.0 lumo_energy_ev=-0.728 energy_ev=-20406.088
N -0.796 1.729 -0.090 0.13
C 0.029 0.715 -0.105 -0.46
N 1.328 0.868 0.075 0.09
N 2.109 -0.259 -0.016 -0.04
N 1.669 -1.443 -0.043 -0.02
N 0.390 -1.639 -0.011 0.00
C -0.520 -0.624 -0.039 -0.72
S -2.160 -0.884 0.000 0.67
H -1.738 1.462 0.212 0.05
H -0.457 2.710 0.075 0.15
H 0.147 -2.635 -0.058 0.16


Repeat the fourth record exactly.
11
Properties=species:S:1:pos:R:3:lowdin_charge:R:1 method="wB97M-V/def2-TZVPD" smiles="Nc1nnn[nH]c1=S" de_lowest_kj_mol=51.6 fmax_ev_per_a=2.94 orbital_gap_ha=0.3053 homo_ev=-9.0 lumo_energy_ev=-0.728 energy_ev=-20406.088
N -0.796 1.729 -0.090 0.13
C 0.029 0.715 -0.105 -0.46
N 1.328 0.868 0.075 0.09
N 2.109 -0.259 -0.016 -0.04
N 1.669 -1.443 -0.043 -0.02
N 0.390 -1.639 -0.011 0.00
C -0.520 -0.624 -0.039 -0.72
S -2.160 -0.884 0.000 0.67
H -1.738 1.462 0.212 0.05
H -0.457 2.710 0.075 0.15
H 0.147 -2.635 -0.058 0.16


What did the fourth record say?
11
Properties=species:S:1:pos:R:3:lowdin_charge:R:1 method="wB97M-V/def2-TZVPD" smiles="Nc1nnn[nH]c1=S" de_lowest_kj_mol=51.6 fmax_ev_per_a=2.94 orbital_gap_ha=0.3053 homo_ev=-9.0 lumo_energy_ev=-0.728 energy_ev=-20406.088
N -0.796 1.729 -0.090 0.13
C 0.029 0.715 -0.105 -0.46
N 1.328 0.868 0.075 0.09
N 2.109 -0.259 -0.016 -0.04
N 1.669 -1.443 -0.043 -0.02
N 0.390 -1.639 -0.011 0.00
C -0.520 -0.624 -0.039 -0.72
S -2.160 -0.884 0.000 0.67
H -1.738 1.462 0.212 0.05
H -0.457 2.710 0.075 0.15
H 0.147 -2.635 -0.058 0.16


Repeat the second record exactly.
64
Properties=species:S:1:pos:R:3:lowdin_charge:R:1 method="wB97M-V/def2-TZVPD" de_lowest_kj_mol=11.7 fmax_ev_per_a=0.34 orbital_gap_ha="0.2416 / 0.2540" homo_ev="-4.0 / -4.6" lumo_energy_ev="2.566 / 2.361" spin_multiplicity=2 energy_ev=-67640.328 s2=0.758 charge=-1
Ru -0.186 0.027 -0.658 1.12
O 4.427 3.428 -2.925 0.12
C 3.536 2.762 -2.465 -0.25
C 2.215 3.289 -1.897 -0.29
O 1.892 4.454 -1.815 0.10
C 1.480 2.094 -1.465 -0.33
C 2.228 0.943 -1.724 -0.32
O 1.782 -0.233 -1.401 -0.17
C 3.515 1.246 -2.317 -0.30
O 4.400 0.466 -2.629 0.07
O 0.322 2.033 -0.900 -0.15
C -1.983 0.656 -3.227 -0.18
Si -2.944 1.048 -1.660 0.38
C -4.746 0.591 -1.952 -0.19
C -2.888 2.888 -1.340 -0.17
N -2.154 0.184 -0.389 -0.22
C -2.561 -0.353 0.806 -0.33
C -3.871 -0.675 1.179 -0.04
C -4.142 -1.196 2.435 -0.13
C -3.110 -1.411 3.342 -0.12
C -1.805 -1.099 2.990 -0.07
C -1.512 -0.565 1.734 -0.34
N -0.245 -0.168 1.310 -0.21
Si 0.837 0.604 2.437 0.41
C 1.544 -0.609 3.714 -0.18
C 2.287 1.359 1.544 -0.15
C -0.052 1.954 3.384 -0.16
H -2.402 1.185 -4.088 0.03
H -2.001 -0.416 -3.437 0.02
H -0.936 0.967 -3.153 0.01
H -5.092 1.107 -2.852 0.02
H -5.381 0.916 -1.125 0.02
H -4.891 -0.481 -2.099 0.03
H -3.309 3.455 -2.174 0.03
H -1.857 3.212 -1.177 0.02
H -3.467 3.128 -0.443 0.03
H -4.676 -0.527 0.474 0.08
H -5.161 -1.447 2.702 0.09
H -3.319 -1.830 4.319 0.09
H -1.003 -1.285 3.695 0.08
H 1.666 -1.628 3.341 0.01
H 0.904 -0.668 4.597 0.02
H 2.526 -0.263 4.047 0.03
H 2.787 0.660 0.868 0.02
H 3.018 1.703 2.281 0.04
H 1.966 2.221 0.959 0.03
H -0.938 1.570 3.891 0.02
H -0.370 2.738 2.694 0.04
H 0.605 2.403 4.134 0.03
C 1.961 -2.876 -2.882 -0.05
N 2.013 -3.016 -1.445 -0.15
C 3.305 -2.902 -0.760 -0.10
C 2.913 -2.556 0.685 -0.12
N 1.455 -2.655 0.645 0.04
C 1.015 -2.714 -0.619 -0.76
S -0.599 -2.338 -1.042 0.70
H 2.512 -3.691 -3.353 0.09
H 2.407 -1.919 -3.167 0.09
H 0.924 -2.902 -3.202 0.06
H 3.884 -2.100 -1.221 0.12
H 3.856 -3.842 -0.833 0.12
H 3.222 -1.541 0.939 0.10
H 3.334 -3.253 1.409 0.11
H 0.863 -2.134 1.282 0.08